[1]
The following is a quantum chemistry calculation of a gas-phase ion, C3H11N2O (charge +1) in a non-equilibrium geometry, from the OMol25 dataset.

Values from the calculation:
* HOMO level (spin up / spin down): -7.263 / -16.484 eV
* largest force on an atom: 0.0689 hartree/bohr
* HOMO-LUMO gap (spin up / spin down): 4.3754 / 6.3485 eV
* relative energy (zero: lowest compared OMol25 entry of this formula, charge and spin): 530.6 kJ/mol
* lowest unoccupied orbital energy (spin up / spin down): -2.9 / -10.1 eV

Geometry as ORCA input:
```
! wB97M-V def2-TZVPD RIJCOSX def2/J DEFGRID3
* xyz 1 3
C 1.17280 1.28432 0.10267
C 1.48439 -1.29970 -0.19084
C -1.63765 0.06198 0.67562
N 0.61351 -0.11965 0.03855
N -1.69843 0.06602 -0.74354
O -0.18959 -0.34098 1.11652
H 0.27076 1.94965 0.11186
H 1.66646 1.35242 1.02481
H 1.84205 1.63137 -0.80232
H 2.17632 -1.52051 0.53852
H 0.75004 -2.18449 -0.16720
H 1.94466 -1.28798 -1.12897
H -2.28392 -0.60131 1.44929
H -1.74021 1.13070 1.01067
H -2.15426 0.81482 -1.18192
H -0.17559 -0.11670 -0.76922
H -2.04135 -0.81994 -1.08450
*
```

---

[2]
The following is a quantum chemistry calculation of 2 unconnected molecules or ions with the total composition C3H11N2O2P in a non-equilibrium geometry, from the OMol25 dataset.

Values from the calculation:
* HOMO level: -9.104 eV
* largest force on an atom: 0.0848 hartree/bohr
* HOMO-LUMO gap: 9.1274 eV
* relative energy (zero: lowest compared OMol25 entry of this formula, charge and spin): 323.0 kJ/mol
* lowest unoccupied orbital energy: 0.0 eV

Geometry as ORCA input:
```
! wB97M-V def2-TZVPD RIJCOSX def2/J DEFGRID3
* xyz 0 1
C 3.02022 -0.02973 -0.30548
C -1.93135 -1.01965 -0.00798
C 1.70081 -0.62100 0.23249
N -0.38530 2.46815 1.13344
N -3.21849 -0.33920 -0.37601
O -0.11805 1.05054 -1.16839
O 1.16620 0.34834 1.09632
P 0.03533 1.23468 0.31714
H 3.67864 -0.65259 -0.86610
H 2.85669 0.97971 -0.77117
H 3.49396 0.20907 0.61507
H -2.23202 -2.07588 0.52321
H -1.34533 -1.15376 -0.89311
H -1.48203 -0.27025 0.71742
H 2.06498 -1.50783 0.86870
H 1.04171 -0.77207 -0.67327
H -0.85333 2.99859 0.40183
H -3.88374 0.02397 0.32242
H -3.60890 -0.87108 -1.16654
*
```

---

[3]
The following is a quantum chemistry calculation of 2 unconnected molecules or ions with the total composition C3H11N2O3 in a non-equilibrium geometry, from the OMol25 dataset.

Values from the calculation:
* HOMO level: -14.493 eV
* largest force on an atom: 0.0491 hartree/bohr
* HOMO-LUMO gap: 11.3757 eV
* relative energy (zero: lowest compared OMol25 entry of this formula, charge and spin): 83.9 kJ/mol
* lowest unoccupied orbital energy: -3.1 eV

Geometry as ORCA input:
```
! wB97M-V def2-TZVPD RIJCOSX def2/J DEFGRID3
* xyz 1 1
N 0.22270 -1.57053 1.15409
C 0.01144 -0.35442 0.29583
C 1.06770 0.70822 0.57347
O 2.27837 -0.11822 0.59844
C -1.45675 0.02908 0.52183
N -1.89846 1.11338 -0.12943
O -2.10419 -0.57241 1.35811
H 0.32944 -2.38570 0.55958
H 1.10385 -1.43546 1.65954
H -0.54227 -1.66407 1.83955
H 0.15723 -0.67345 -0.72978
H 1.18186 1.35981 -0.28766
H 1.07785 1.17173 1.55396
H 3.04292 0.37855 0.90912
H -2.89837 1.25262 -0.13709
H -1.44383 1.49708 -0.94571
H 0.62698 0.78516 -2.80301
H -0.51428 0.05095 -3.42051
O -0.24222 0.42766 -2.57033
*
```

---

[4]
The following is a quantum chemistry calculation of C3H11N2OPS in the gas phase in a non-equilibrium geometry, from the OMol25 dataset.

Values from the calculation:
* SMILES: CCO[P@](C)(=S)NN
* HOMO level: -9.098 eV
* largest force on an atom: 0.1116 hartree/bohr
* HOMO-LUMO gap: 9.9042 eV
* relative energy (zero: lowest compared OMol25 entry of this formula, charge and spin): 142.9 kJ/mol
* lowest unoccupied orbital energy: 0.8 eV

Geometry as ORCA input:
```
! wB97M-V def2-TZVPD RIJCOSX def2/J DEFGRID3
* xyz 0 1
C 2.27740 0.43695 0.73634
C 1.22235 1.18447 -0.07624
O 0.37759 0.20254 -0.67687
P -1.14741 0.19993 -0.17974
C -2.00748 0.44071 -1.73678
S -1.36940 1.37004 1.35044
N -1.42735 -1.50361 0.07542
N -0.88373 -1.82532 1.38906
H 2.08514 0.58088 1.78876
H 1.97001 -0.71567 0.51776
H 3.26707 0.51780 0.52245
H 1.79085 1.72522 -0.76192
H 0.66745 1.81685 0.49731
H -1.46076 1.17748 -2.46699
H -1.94728 -0.46659 -2.32356
H -3.02916 0.62754 -1.67675
H -2.41727 -1.54066 0.00321
H 0.07492 -2.11260 1.22918
H -0.77413 -1.06020 2.02040
*
```

---

[5]
The following is a quantum chemistry calculation of a molecular structure, C3H11N2OS in a non-equilibrium geometry, from the OMol25 dataset.

Values from the calculation:
* HOMO level: -3.275 eV
* largest force on an atom: 0.0797 hartree/bohr
* HOMO-LUMO gap: 7.2762 eV
* relative energy (zero: lowest compared OMol25 entry of this formula, charge and spin): 238.0 kJ/mol
* lowest unoccupied orbital energy: 4.0 eV

Geometry as ORCA input:
```
! wB97M-V def2-TZVPD RIJCOSX def2/J DEFGRID3
* xyz -1 1
N -1.16349 1.81241 1.52273
C -0.49599 0.57049 0.57307
C 0.65942 -0.23484 1.19065
S 1.25104 -1.49781 0.02875
C -1.74934 -0.26038 0.27858
N -2.57838 0.32978 -0.80023
H -0.79360 1.71386 2.47128
H -0.27954 1.85628 0.97185
H -0.07998 0.82055 -0.42138
H 0.26266 -0.65956 2.10764
H 1.46622 0.47854 1.39343
H -2.40156 -0.26947 1.14056
H -1.43050 -1.24959 -0.02376
H -2.95902 1.16982 -0.37815
H -1.98575 0.64857 -1.55342
H 2.89818 0.84172 -1.93243
H 1.74749 -0.13341 -1.74674
O 2.17705 0.43596 -2.43080
*
```

---

[6]
The following is a quantum chemistry calculation of a molecular structure, C3H11N2P2 in a non-equilibrium geometry, from the OMol25 dataset.

Values from the calculation:
* HOMO level: -14.075 eV
* largest force on an atom: 0.1074 hartree/bohr
* HOMO-LUMO gap: 8.8341 eV
* relative energy (zero: lowest compared OMol25 entry of this formula, charge and spin): 39.7 kJ/mol
* lowest unoccupied orbital energy: -5.2 eV

Geometry as ORCA input:
```
! wB97M-V def2-TZVPD RIJCOSX def2/J DEFGRID3
* xyz 1 1
C 0.32822 2.21276 2.66066
C 1.28421 -1.44116 -0.84954
C -0.89239 0.28524 -1.98861
N 0.05961 0.51144 0.87354
N -1.45350 -1.36916 -0.05468
P -0.10102 2.10148 0.86807
P -0.14842 -0.38967 -0.45481
H 1.31724 2.32010 2.64020
H -0.27808 3.05232 3.10857
H 0.10890 1.23388 3.15412
H 1.94371 -1.52003 0.09317
H 2.00520 -1.01939 -1.44491
H 0.83985 -2.39225 -1.36119
H -1.87993 0.85382 -1.56960
H -1.15852 -0.67056 -2.57707
H -0.18558 0.90563 -2.60603
H -1.58648 -1.27838 0.91506
H -1.45286 -2.24491 -0.56018
*
```

---

[7]
The following is a quantum chemistry calculation of 2 unconnected molecules or ions with the total composition C3H11N2S in a non-equilibrium geometry, from the OMol25 dataset.

Values from the calculation:
* HOMO level (spin up / spin down): -4.114 / -9.081 eV
* largest force on an atom: 0.1236 hartree/bohr
* HOMO-LUMO gap (spin up / spin down): 4.9232 / 9.8475 eV
* relative energy (zero: lowest compared OMol25 entry of this formula, charge and spin): 138.7 kJ/mol
* lowest unoccupied orbital energy (spin up / spin down): 0.8 / 0.8 eV

Geometry as ORCA input:
```
! wB97M-V def2-TZVPD RIJCOSX def2/J DEFGRID3
* xyz 0 2
C -1.21217 2.07954 -2.54572
C -1.47411 1.33391 -1.15968
S -1.03085 -0.47628 -1.27864
H -0.13641 2.13077 -2.78924
H -1.73696 1.72298 -3.51336
H -1.46823 3.14629 -2.26244
H -2.47967 1.36125 -0.91795
H -0.97461 1.86767 -0.42684
H -1.99186 -0.96452 -0.46970
N 0.91941 -0.57570 1.18876
C 1.76835 -0.54018 2.21297
N 2.30599 -1.47687 2.97739
H 0.66985 -1.43589 0.67385
H 0.59949 0.34116 0.78757
H 1.68584 0.41405 2.81313
H 3.15006 -1.39336 3.51831
H 2.10586 -2.44156 2.83649
*
```